{
  "formula": "C23H38N3O5RhSeSi",
  "method": "ωB97M-V with the def2-TZVPD basis set",
  "homo_energy_ev": -8.9122,
  "spin_multiplicity": 1,
  "gap_ev": 8.9,
  "lumo_energy_ev": -0.06,
  "charge": 0,
  "symbols": ["Rh", "C", "C", "O", "N", "C", "C", "C", "C", "C", "C", "N", "H", "H", "H", "H", "H", "H", "H", "H", "H", "H", "C", "Si", "C", "C", "C", "C", "C", "C", "C", "C", "H", "H", "H", "H", "H", "H", "H", "H", "H", "H", "H", "H", "H", "H", "H", "H", "H", "H", "H", "H", "H", "O", "Se", "O", "O", "O", "N", "C", "C", "C", "C", "C", "C", "H", "H", "H", "H", "H", "H", "H"],
  "positions_angstrom": [[-0.557530, 0.215043, -0.970236], [-0.970017, -2.246910, 4.587471], [-1.212108, -1.372559, 3.383104], [-0.341301, -0.647158, 2.925744], [-2.447110, -1.471767, 2.830689], [-2.812348, -0.877568, 1.551908], [-2.553926, -1.830630, 0.418595], [-3.448632, -2.873234, 0.219320], [-3.182640, -3.842791, -0.727777], [-2.005183, -3.741100, -1.445470], [-1.179191, -2.660456, -1.214890], [-1.434448, -1.698595, -0.310248], [-0.174118, -1.811411, 5.184396], [-0.647319, -3.231816, 4.245510], [-1.865490, -2.370116, 5.195886], [-3.073332, -2.157192, 3.218771], [-2.259351, 0.039757, 1.418188], [-3.870780, -0.619703, 1.584817], [-4.353485, -2.907747, 0.812398], [-3.877016, -4.654136, -0.901143], [-1.730751, -4.462871, -2.200987], [-0.283915, -2.539861, -1.796337], [1.960929, 0.176676, 1.405474], [1.771741, 0.133579, -0.476088], [2.553387, -1.548838, -0.987220], [4.081018, -1.554865, -0.795195], [2.009080, -2.617962, -0.016710], [2.299441, -1.923332, -2.455605], [2.686719, 1.687171, -1.135423], [4.091185, 1.768792, -0.506885], [1.958490, 2.967090, -0.692405], [2.839060, 1.680029, -2.659421], [2.998896, -0.069288, 1.645838], [1.322527, -0.557404, 1.897883], [1.764279, 1.145529, 1.867037], [4.390568, -1.180946, 0.182804], [4.590335, -0.976458, -1.565365], [4.438356, -2.587412, -0.878156], [2.532464, -2.560127, 0.939679], [2.187087, -3.617334, -0.427730], [0.947131, -2.524045, 0.204623], [2.907876, -1.303503, -3.116114], [1.274365, -1.782244, -2.787656], [2.593790, -2.965207, -2.627305], [4.056485, 1.805421, 0.584216], [4.564804, 2.696085, -0.846298], [4.741524, 0.949587, -0.801593], [1.863405, 3.021875, 0.398633], [0.981189, 3.070285, -1.159363], [2.554941, 3.836775, -0.987538], [3.482182, 0.860281, -2.987833], [3.313213, 2.612905, -2.983857], [1.883396, 1.596876, -3.173354], [-2.715966, 0.926629, -3.127016], [-1.139124, 0.870626, -3.447096], [-0.627072, 1.243145, -4.910850], [-0.533471, -0.611318, -2.850163], [-0.344655, 1.782259, -2.225303], [-0.703707, 1.527689, 0.713779], [-1.877612, 2.380386, 0.831758], [-2.550146, 2.464130, 2.044112], [-3.669990, 3.276988, 2.154781], [-4.110412, 4.011095, 1.064676], [-3.422239, 3.932221, -0.138388], [-2.305730, 3.120297, -0.262146], [0.089826, 2.137811, 0.534401], [-0.539716, 1.045608, 1.597831], [-2.189829, 1.905499, 2.898826], [-4.191083, 3.339811, 3.101552], [-4.984155, 4.643338, 1.151560], [-3.759948, 4.499102, -0.995756], [-1.784878, 3.027548, -1.205374]],
  "atomic_forces_ev_per_a": [[0.1, -0.2, 0.4], [0.0, 0.0, 0.0], [0.0, -0.1, -0.1], [-0.6, 0.1, 0.2], [-0.1, 0.0, 0.0], [-0.1, 0.0, 0.1], [0.1, 0.0, 0.1], [0.0, 0.0, 0.0], [0.0, 0.0, 0.0], [0.0, 0.0, 0.0], [0.0, -0.1, 0.0], [0.1, 0.1, -0.2], [0.0, 0.0, 0.0], [0.0, 0.0, 0.0], [0.0, 0.0, 0.0], [0.0, 0.0, 0.0], [0.0, -0.1, 0.0], [0.0, 0.0, 0.0], [0.0, 0.0, 0.0], [0.0, 0.0, 0.0], [0.0, 0.0, 0.0], [0.1, 0.0, 0.0], [0.0, -0.1, -0.1], [0.1, -0.1, 0.1], [0.0, 0.0, -0.1], [0.0, 0.0, 0.0], [0.0, 0.0, 0.0], [0.0, 0.0, 0.0], [0.0, 0.0, 0.0], [0.0, 0.0, 0.0], [0.0, 0.0, -0.1], [0.0, 0.0, 0.0], [0.0, 0.0, -0.1], [0.3, 0.2, -0.2], [0.0, 0.1, 0.0], [0.0, 0.0, 0.0], [0.0, 0.0, 0.0], [0.0, 0.0, 0.0], [0.0, 0.0, 0.0], [0.0, 0.0, 0.0], [-0.1, 0.0, -0.1], [0.0, 0.0, 0.0], [0.0, -0.1, 0.1], [0.0, 0.0, 0.0], [0.0, 0.0, 0.0], [0.0, 0.0, 0.0], [0.0, 0.0, 0.0], [0.0, 0.0, 0.0], [0.0, 0.0, 0.0], [0.0, 0.0, 0.0], [0.0, 0.0, 0.0], [0.0, 0.0, 0.0], [0.0, 0.0, 0.0], [0.0, 0.0, -0.1], [0.1, 0.1, -0.2], [0.0, 0.0, 0.0], [-0.2, 0.3, 0.0], [0.0, 0.0, -0.1], [-0.1, 0.1, 0.0], [-0.1, 0.0, -0.1], [0.0, 0.0, -0.1], [0.0, 0.0, 0.1], [0.0, 0.0, 0.0], [0.0, 0.0, 0.0], [0.0, -0.1, 0.0], [0.1, 0.0, 0.1], [0.2, -0.1, 0.0], [0.0, 0.0, 0.1], [0.0, 0.0, 0.0], [0.0, 0.0, 0.0], [0.0, 0.0, 0.0], [0.0, 0.0, 0.0]]
}